1.
ORCA calculation (ωB97M-V/def2-TZVPD) on a structure of composition C44H45N4OP2Re in a non-equilibrium geometry.

Element x y z (Å)
1 Re 0.280 -0.176 0.165
2 C 3.333 0.006 -1.373
3 P 1.899 1.149 -1.172
4 C 2.692 2.673 -0.565
5 C 3.270 2.622 0.705
6 C 3.852 3.750 1.256
7 C 3.867 4.941 0.536
8 C 3.307 4.993 -0.733
9 C 2.711 3.863 -1.286
10 C 1.229 1.609 -2.796
11 C -0.075 2.105 -2.835
12 C -0.646 2.486 -4.044
13 C 0.083 2.367 -5.222
14 C 1.386 1.882 -5.186
15 C 1.961 1.509 -3.977
16 C 3.117 -1.263 -0.594
17 C 3.908 -2.366 -0.453
18 C 3.229 -3.269 0.429
19 C 2.052 -2.677 0.777
20 C 0.957 -3.084 1.717
21 P -0.571 -2.307 1.077
22 C -1.809 -2.330 2.395
23 C -1.544 -2.884 3.645
24 C -2.495 -2.810 4.657
25 C -3.713 -2.189 4.430
26 C -3.990 -1.636 3.184
27 C -3.038 -1.697 2.177
28 C -1.151 -3.496 -0.188
29 C -0.236 -3.978 -1.131
30 C -0.653 -4.866 -2.114
31 C -1.983 -5.269 -2.183
32 C -2.894 -4.797 -1.248
33 C -2.480 -3.918 -0.250
34 N 1.962 -1.445 0.145
35 H 4.201 0.540 -0.999
36 H 3.492 -0.197 -2.431
37 H 3.252 1.697 1.273
38 H 4.281 3.705 2.251
39 H 4.316 5.828 0.966
40 H 3.328 5.918 -1.299
41 H 2.264 3.921 -2.270
42 H -0.641 2.190 -1.913
43 H -1.656 2.881 -4.066
44 H -0.358 2.664 -6.167
45 H 1.959 1.795 -6.103
46 H 2.981 1.145 -3.965
47 H 4.877 -2.512 -0.915
48 H 3.572 -4.243 0.759
49 H 1.134 -2.694 2.720
50 H 0.832 -4.160 1.774
51 H -0.602 -3.384 3.835
52 H -2.277 -3.237 5.629
53 H -4.448 -2.130 5.225
54 H -4.943 -1.152 3.005
55 H -3.243 -1.252 1.209
56 H 0.802 -3.669 -1.098
57 H 0.070 -5.245 -2.828
58 H -2.303 -5.965 -2.951
59 H -3.926 -5.128 -1.277
60 H -3.195 -3.586 0.492
61 C -3.689 -1.572 -4.215
62 N -2.431 -1.297 -3.545
63 C -1.105 -1.626 -4.056
64 C -0.229 -1.229 -2.878
65 O 0.975 -1.331 -2.829
66 N -1.036 -0.724 -1.871
67 C -2.290 -0.801 -2.317
68 N -3.328 -0.407 -1.570
69 H -3.476 -1.907 -5.224
70 H -4.305 -0.675 -4.286
71 H -4.250 -2.357 -3.705
72 H -0.845 -1.036 -4.935
73 H -1.002 -2.685 -4.283
74 H -3.112 0.115 -0.737
75 H -4.258 -0.359 -1.948
76 C -2.090 2.587 2.657
77 C -0.703 2.273 2.059
78 C -0.364 3.393 1.060
79 C -0.832 0.921 1.341
80 C 0.367 2.272 3.172
81 C 0.356 3.306 4.114
82 C 1.321 3.389 5.109
83 C 2.334 2.439 5.187
84 C 2.361 1.407 4.262
85 C 1.384 1.325 3.273
86 H -2.870 2.384 1.913
87 H -2.179 3.640 2.937
88 H -2.285 1.974 3.543
89 H -1.134 3.448 0.279
90 H 0.599 3.221 0.587
91 H -0.319 4.360 1.571
92 H -1.671 0.388 1.791
93 H -0.410 4.076 4.070
94 H 1.278 4.199 5.829
95 H 3.087 2.504 5.964
96 H 3.144 0.656 4.304
97 H 1.422 0.500 2.579

Output
LUMO energy (alpha / beta): -2.11 / -3.25 eV
E_tot: -2758.7429 Eh
Expectation value of S²: 3.85
Net charge: +1
ΔE to the lowest compared entry with this formula, charge and spin: 12.1 kcal/mol
Multiplicity: 4

=====

2.
ORCA calculation (ωB97M-V/def2-TZVPD) on a structure of composition C44H45N5O2P2PtS in a non-equilibrium geometry.

Element x y z (Å)
1 Pt 0.059 -0.413 0.112
2 O 4.088 -0.436 -0.033
3 S 2.770 0.184 -0.261
4 C 2.724 1.660 0.795
5 C 3.515 2.766 0.541
6 C 3.507 3.829 1.436
7 C 2.728 3.773 2.581
8 C 1.939 2.659 2.838
9 C 1.940 1.596 1.947
10 P 0.933 0.124 2.206
11 C 2.072 -1.149 2.774
12 C 1.556 -2.428 3.016
13 C 2.379 -3.435 3.484
14 C 3.729 -3.174 3.702
15 C 4.249 -1.914 3.449
16 C 3.426 -0.896 2.987
17 C -0.202 0.481 3.546
18 C 0.071 0.110 4.860
19 C -0.835 0.440 5.858
20 C -2.003 1.123 5.547
21 C -2.274 1.495 4.234
22 C -1.378 1.168 3.230
23 C 2.809 0.982 -1.859
24 C 4.037 1.400 -2.349
25 C 4.079 2.125 -3.529
26 C 2.897 2.440 -4.188
27 C 1.680 1.957 -3.723
28 C 1.627 1.180 -2.568
29 P 0.131 0.241 -2.118
30 C -1.311 1.110 -2.775
31 C -2.237 1.655 -1.885
32 C -3.363 2.309 -2.364
33 C -3.572 2.415 -3.731
34 C -2.664 1.858 -4.623
35 C -1.539 1.200 -4.152
36 C 0.302 -1.237 -3.160
37 C -0.839 -1.854 -3.687
38 C -0.715 -2.924 -4.557
39 C 0.547 -3.395 -4.903
40 C 1.681 -2.819 -4.347
41 C 1.564 -1.752 -3.471
42 H 4.138 2.812 -0.341
43 H 4.120 4.698 1.236
44 H 2.743 4.595 3.286
45 H 1.334 2.616 3.734
46 H 0.503 -2.626 2.855
47 H 1.977 -4.419 3.685
48 H 4.374 -3.961 4.071
49 H 5.300 -1.718 3.615
50 H 3.839 0.086 2.807
51 H 0.981 -0.424 5.104
52 H -0.629 0.163 6.884
53 H -2.711 1.362 6.329
54 H -3.183 2.034 4.000
55 H -1.569 1.438 2.195
56 H 4.939 1.135 -1.810
57 H 5.031 2.447 -3.932
58 H 2.924 3.031 -5.095
59 H 0.776 2.175 -4.275
60 H -2.066 1.556 -0.820
61 H -4.080 2.729 -1.670
62 H -4.453 2.920 -4.106
63 H -2.839 1.918 -5.689
64 H -0.856 0.737 -4.854
65 H -1.824 -1.467 -3.463
66 H -1.600 -3.375 -4.985
67 H 0.643 -4.212 -5.606
68 H 2.663 -3.192 -4.607
69 H 2.458 -1.313 -3.049
70 C -2.274 -1.872 1.756
71 N -3.257 -2.920 1.907
72 C -2.632 -4.215 1.609
73 N -2.111 -4.248 0.237
74 C -1.125 -3.205 0.082
75 N -1.712 -1.849 0.366
76 C -2.862 -1.653 -0.573
77 N -3.846 -2.699 -0.427
78 C -4.349 -2.695 0.951
79 C -3.221 -4.001 -0.692
80 H -1.460 -2.034 2.463
81 H -2.729 -0.903 1.963
82 H -3.374 -5.003 1.727
83 H -1.812 -4.390 2.308
84 H -0.745 -3.207 -0.941
85 H -0.298 -3.379 0.772
86 H -2.475 -1.659 -1.589
87 H -3.321 -0.687 -0.362
88 H -5.090 -3.484 1.067
89 H -4.819 -1.732 1.158
90 H -2.847 -4.026 -1.717
91 H -3.966 -4.785 -0.567
92 C -0.962 4.504 0.647
93 C -0.098 3.695 -0.285
94 N 0.459 4.379 -1.304
95 O 0.100 2.490 -0.133
96 H -0.383 5.320 1.080
97 H -1.342 3.875 1.447
98 H -1.798 4.940 0.097
99 H 0.278 5.357 -1.443
100 H 1.035 3.891 -1.971

Output
LUMO energy (alpha / beta): -4.94 / -8.14 eV
E_tot: -3327.6543 Eh
Expectation value of S²: 2.01
Net charge: +2
ΔE to the lowest compared entry with this formula, charge and spin: 13.7 kcal/mol
Multiplicity: 3